(1)
DFT (wB97M-V/def2-TZVPD) results for 10 unconnected molecules or ions with the total composition C19H60N2O13 at a distorted geometry.

The largest force on an atom is 1.95 eV Å⁻¹. The total energy comes out at -50268.570 eV. The HOMO-LUMO gap comes out at 8.243 eV. Its structure (SMILES) is COC[C@H](C)N.COC[C@H](C)N.OCCO.OCCO.OCCO.CO.CO.CO.CO.CO. The value obtained for the energy above the lowest of the compared OMol25 structures with the same formula, charge and spin is 0.0 kJ/mol.

Last column: Löwdin charge in e.
Cartesian coordinates (Å):
H 1.66 3.04 3.58  0.033
C 2.81 4.25 2.29  -0.405
H 4.75 7.83 1.75  0.086
H -0.67 3.83 1.85  0.101
C 2.40 -2.24 1.90  -0.136
H -0.64 0.38 4.74  0.079
H 0.73 -0.64 4.48  0.060
H 0.85 4.34 2.97  0.033
H -1.41 1.76 1.22  0.045
H 3.71 3.92 2.80  0.142
H -0.77 3.16 4.37  0.111
H 3.16 -5.99 -3.43  0.091
O -3.16 -3.36 0.44  -0.080
H -2.10 -4.73 -1.04  0.037
H 2.62 2.42 1.11  0.067
H 1.47 3.72 0.71  0.070
O -0.57 -2.32 0.29  -0.072
C -0.13 -6.60 -1.14  -0.052
H -2.26 -1.94 -4.77  0.077
H -1.60 0.11 0.44  0.098
H -2.51 3.14 4.18  0.125
O -1.58 1.98 2.15  -0.071
C -0.10 -5.62 -3.46  -0.217
H -3.63 -4.19 0.35  0.100
O 1.13 -1.79 2.31  -0.152
O -1.65 5.00 4.20  -0.057
C -2.02 -0.87 -4.66  -0.165
H -1.63 -0.66 -3.66  0.047
H 4.45 7.67 0.01  0.083
H -1.62 4.16 -3.24  0.069
C -0.58 -1.31 -0.71  -0.210
H 0.55 1.32 3.04  0.050
C -0.45 -5.40 -1.99  -0.458
H -1.45 2.33 -4.64  0.085
H 2.96 6.32 2.95  0.126
O -1.30 3.34 -2.87  -0.125
H 3.00 -0.58 -1.16  0.068
H -1.64 1.34 -3.16  0.038
C -1.89 2.28 -3.64  -0.153
H 2.00 0.53 -2.06  0.070
C 2.50 3.49 0.99  -0.048
H -3.22 -1.97 1.96  0.130
H -0.86 -7.38 -1.38  0.087
H 0.30 -1.39 -1.36  0.122
H 3.12 7.98 1.10  0.084
H 0.82 0.54 5.75  0.080
C -3.90 -2.59 1.37  -0.221
H -2.53 5.32 3.97  0.081
O -1.03 -0.46 -5.59  -0.113
O -4.03 -0.58 0.08  -0.072
H 4.50 -0.53 -2.96  0.072
H -5.42 -2.04 -0.10  0.123
H 0.87 -6.99 -1.30  0.074
H -0.79 0.87 -0.91  0.124
O 3.85 6.05 1.13  -0.201
H 3.16 3.85 0.19  0.072
C 3.03 0.21 -1.92  -0.164
O 3.59 -0.29 -3.12  -0.120
H -0.15 -4.63 -3.94  0.121
H 2.85 -2.86 2.68  0.078
H -0.36 -1.15 -5.62  0.075
H 0.45 -2.11 1.69  0.035
C 0.45 0.39 4.74  -0.145
H -0.85 -6.25 -3.94  0.130
H 2.20 -5.21 -2.18  0.079
H 3.61 1.05 -1.52  0.079
C -1.55 3.39 2.33  -0.235
H -5.47 -1.17 1.48  0.124
H 2.30 -4.50 -3.82  0.093
O 1.16 -6.21 -3.71  -0.181
H -0.31 -6.35 -0.09  0.080
H 0.09 -4.51 -1.66  0.119
C -1.59 3.63 3.82  -0.256
H 0.69 -0.35 1.17  0.049
C 2.79 5.73 2.05  -0.197
C -4.83 -1.60 0.71  -0.226
H -4.60 0.17 -0.12  0.088
N -1.90 -5.16 -1.94  0.046
H -2.32 -4.55 -2.63  0.069
O 1.10 1.28 3.84  -0.145
C 4.06 7.42 1.00  -0.142
H -4.55 -3.20 2.00  0.129
C -0.67 0.08 -0.16  -0.252
H -2.44 3.84 1.87  0.123
O 0.45 0.41 0.62  -0.056
C 2.24 -5.43 -3.25  -0.114
H -2.96 -0.34 -4.80  0.082
H 3.07 -1.38 1.77  0.081
H -1.37 -1.56 -1.43  0.115
H -2.98 2.34 -3.71  0.082
H 1.86 6.00 1.52  0.131
H 2.39 -2.76 0.94  0.080
H -1.48 -2.45 0.60  0.061
N 1.75 4.01 3.29  0.051


(2)
DFT (wB97M-V/def2-TZVPD) results for 14 unconnected molecules or ions with the total composition C19H61F3N26O15Si at a distorted geometry.

The largest force on an atom is 8.30 eV Å⁻¹. The total energy comes out at -106183.919 eV. The HOMO-LUMO gap comes out at 7.422 eV.

Last column: Löwdin charge in e.
Cartesian coordinates (Å):
F -2.79 1.03 -0.57  -0.044
H 9.88 1.62 0.56  0.099
N 5.34 -2.87 -6.17  0.159
H 4.94 -3.40 -6.93  0.099
N -12.42 -2.67 3.60  0.160
H 0.31 4.62 -5.73  0.115
H 5.88 0.95 3.96  0.104
H 2.10 -0.28 -0.07  0.084
H 5.14 6.07 -1.64  0.116
C -1.17 -0.41 0.98  -0.026
H 7.58 1.23 3.72  0.112
N 5.89 -4.76 -5.06  0.154
C 5.89 -3.41 -5.07  -0.703
O 2.69 -0.05 2.59  -0.055
N 9.47 2.37 1.08  0.160
H -5.37 -1.05 -1.14  0.113
N 3.46 1.20 -2.46  0.165
C -5.26 -2.87 -0.27  -0.691
H -3.18 6.10 -1.63  0.112
O 1.98 -2.34 2.79  -0.036
N 5.18 0.05 -3.37  0.166
N -2.97 5.11 -1.70  0.155
C 2.26 -1.39 0.32  -0.235
H -1.04 -3.99 0.19  0.096
H 5.32 -1.86 -6.23  0.113
H 6.77 -5.71 0.12  0.108
C 1.12 3.79 1.99  -0.712
H 3.71 -3.67 1.74  0.087
C 3.95 0.01 -2.84  -0.712
O -4.05 -2.98 -0.34  0.009
H -1.98 -2.16 2.20  0.107
C 2.27 -1.34 1.95  -0.328
H -13.01 -3.46 3.79  0.103
H -6.92 -1.69 -0.68  0.104
H -4.14 -0.41 5.36  0.114
H -14.55 -0.59 2.52  0.114
N 6.36 -4.83 0.42  0.151
O -2.65 5.33 -3.92  0.015
O 4.50 -5.91 1.08  0.019
H -0.68 2.92 2.20  0.099
N 1.77 4.94 2.26  0.154
H -7.01 -1.94 4.06  0.063
N -1.70 2.98 -7.56  0.145
N -6.16 -2.06 3.53  0.164
F -0.46 0.26 2.13  -0.066
H 6.30 -5.21 -4.25  0.113
C -0.52 3.50 -7.19  -0.726
O -12.11 -0.56 2.90  0.022
O 3.32 -1.03 -2.71  -0.005
C -1.65 -1.97 1.07  -0.177
H -14.81 -2.22 3.05  0.099
H 2.74 5.00 1.98  0.113
N -5.92 -1.79 -0.73  0.172
N -5.01 -0.82 5.05  0.152
H 11.59 3.04 -0.06  0.095
N -8.06 -4.15 3.62  0.152
H -1.39 4.35 -5.50  0.049
N 5.57 -0.42 1.90  0.175
N -0.16 3.77 2.39  0.164
N 2.24 4.83 -1.24  0.169
H -5.59 -4.66 0.62  0.117
C 9.99 3.61 1.16  -0.727
H 5.51 -5.33 -5.79  0.098
H 0.37 -1.82 -1.68  -0.027
H 5.59 -0.82 -3.67  0.059
H -2.65 -2.10 0.44  0.094
H 1.34 5.73 2.71  0.099
O -9.13 -2.98 2.02  0.036
N -9.36 -2.39 4.18  0.146
H 5.72 0.90 -3.48  0.102
C -4.97 -1.53 3.90  -0.695
Si 0.89 -2.49 -0.47  0.652
H -9.15 -2.52 5.16  0.115
H 11.57 4.69 0.51  0.108
O -3.95 -1.68 3.25  0.031
H -5.84 -0.68 5.60  0.095
C 6.75 0.11 2.26  -0.704
N -0.55 4.21 -6.05  0.162
C -8.86 -3.16 3.20  -0.745
H 2.54 1.22 -2.05  0.091
H -11.43 -2.75 3.79  0.058
H -6.17 -2.60 2.68  0.086
H -7.82 -4.31 4.59  0.110
H -1.72 2.44 -8.41  0.110
H -7.66 -4.76 2.91  0.114
H 1.77 5.60 -0.78  0.095
H 5.14 -2.81 1.24  0.060
H -2.18 2.91 -3.85  0.105
H 4.71 -0.30 2.42  0.066
H 1.57 -3.71 -0.97  -0.029
O 0.50 3.35 -7.84  0.016
H 2.31 0.65 1.94  0.088
O 7.77 -0.05 1.61  0.009
C -0.49 -3.08 0.74  -0.308
H 6.89 -3.99 0.31  0.099
H 3.32 -1.79 -0.05  0.094
N 4.17 6.01 -1.36  0.157
F -0.21 0.91 -0.97  -0.060
N -14.18 -1.45 2.88  0.151
H -7.05 -3.75 0.33  0.085
O 9.47 4.51 1.79  0.008
H -9.97 -1.63 3.91  0.100
H -0.07 -3.56 1.75  0.097
H -2.55 3.09 -7.04  0.095
H -2.43 2.72 -2.14  0.070
H -3.00 4.55 -0.86  0.097
H -0.63 4.54 2.84  0.099
N -2.41 3.31 -2.95  0.172
C 3.52 4.86 -1.63  -0.690
H 1.72 3.99 -1.42  0.111
N -6.05 -3.83 0.26  0.162
H 3.96 2.07 -2.55  0.044
C -2.67 4.63 -2.92  -0.711
N 4.64 -3.68 1.34  0.171
O 1.66 2.85 1.44  0.019
C -1.43 0.51 -0.21  -0.032
N 11.14 3.77 0.47  0.141
H 5.55 -0.96 1.04  0.093
H 8.60 2.21 1.58  0.079
C 5.13 -4.88 0.95  -0.714
H 3.74 6.80 -0.91  0.097
O 4.06 3.91 -2.18  0.019
N 6.71 0.81 3.41  0.161
O 6.36 -2.74 -4.17  0.015
C -12.86 -1.50 3.12  -0.712


(3)
DFT (wB97M-V/def2-TZVPD) results for 11 unconnected molecules or ions with the total composition C19H61N11O16 at a distorted geometry.

The largest force on an atom is 8.54 eV Å⁻¹. The total energy comes out at -69838.011 eV. The HOMO-LUMO gap comes out at 9.303 eV. Its structure (SMILES) is COC[C@H](C)N.NC(N)=O.NC(N)=O.NC(N)=O.NC(N)=O.NC(N)=O.OCCO.OCCO.OCCO.OCCO.OCCO. The value obtained for the energy above the lowest of the compared OMol25 structures with the same formula, charge and spin is 679.6 kJ/mol.

Last column: Löwdin charge in e.
Cartesian coordinates (Å):
C -1.86 3.21 -5.03  -0.158
H 2.74 -1.94 5.41  0.095
N -0.17 -8.44 -0.95  0.167
H 0.79 -3.83 -4.62  0.106
O 1.52 4.97 4.06  -0.061
H -3.53 5.38 -4.68  0.084
C -0.28 -0.56 -0.66  -0.188
N -2.58 -2.40 3.76  0.170
H -6.58 -1.40 -0.20  0.112
C 0.30 4.52 6.10  -0.242
C 0.88 3.96 4.75  -0.260
H 4.27 -5.03 6.74  0.111
C 1.16 -4.06 -5.61  -0.228
H 1.58 3.15 4.97  0.114
C -2.74 5.16 -3.96  -0.156
H 1.86 4.67 3.21  0.099
H 0.37 -6.31 -0.23  0.103
H 0.40 -0.30 1.46  0.119
H -2.49 3.44 -5.88  0.117
O -1.63 4.42 -4.32  -0.179
N 4.44 4.40 -1.60  0.152
H -2.20 -0.84 -1.16  0.067
H 1.49 5.17 -2.05  0.113
H -4.79 2.00 1.57  0.116
O 2.64 3.82 -0.32  -0.017
H 6.37 0.11 1.82  0.134
C 2.43 -3.26 -5.95  -0.190
H -3.36 -3.04 3.79  0.112
C -1.89 -2.16 4.81  -0.804
N -4.59 3.56 4.25  0.187
H 1.18 4.57 6.74  0.105
H -3.13 -3.47 5.58  0.093
C 0.33 3.71 -6.31  -0.069
H -3.31 4.69 -3.16  0.082
H -0.23 5.83 4.99  0.065
H 5.06 4.00 -0.91  0.116
H 2.14 -2.27 -6.29  0.112
H 3.05 -3.20 -5.06  0.114
H 9.97 1.39 2.12  0.131
H 9.55 -0.21 2.60  0.122
H -2.68 6.13 -3.47  0.086
H -9.16 -1.20 -0.78  0.114
H 0.23 2.13 -4.96  0.126
H 1.84 0.65 0.30  0.084
C 3.15 4.39 -1.32  -0.725
H -0.39 0.50 -0.90  0.109
O 3.26 -3.89 -7.01  -0.092
H -2.35 -1.96 2.87  0.123
H -0.76 0.60 -5.97  0.058
H -6.25 -0.06 -2.52  0.083
H -1.54 1.51 -7.02  0.056
C 4.54 -4.65 5.75  -0.206
N -0.67 1.46 -6.50  0.021
H 0.84 -1.91 0.56  0.117
O -1.59 -1.23 -0.54  -0.105
H 3.99 -3.38 4.08  0.116
H -9.14 0.86 -1.98  0.092
N 7.31 0.08 2.17  0.166
H 2.91 5.97 -2.66  0.112
C -0.95 -7.44 -1.16  -0.825
H 0.17 -1.00 -1.55  0.102
N 9.25 0.70 2.30  0.164
H 0.14 3.59 4.04  0.118
O -6.14 0.07 -1.58  -0.052
O 0.07 -3.55 -6.44  -0.087
H 1.19 3.38 -6.89  0.082
H -0.56 -9.37 -0.99  0.126
H 0.50 4.47 -5.55  0.072
N -2.27 -2.97 5.79  0.144
H 7.75 -0.74 2.57  0.116
O 1.99 -0.29 0.40  -0.062
O -2.02 -7.48 -1.71  0.039
C -0.48 2.65 -5.61  -0.417
H 1.39 -5.12 -5.60  0.118
O 7.74 2.09 1.37  -0.007
H -1.84 -3.09 6.69  0.117
H 0.74 -8.29 -0.54  0.110
H -1.22 -5.56 -0.50  0.122
H -0.70 -4.11 -6.35  0.077
O -1.02 -1.34 4.98  0.045
H -2.35 2.43 -4.44  0.118
N 2.50 5.22 -2.12  0.151
C 0.72 -0.83 0.56  -0.252
H -8.64 0.28 -0.36  0.117
O 3.40 -2.52 5.80  -0.040
H 5.52 -4.27 6.07  0.108
C -8.41 -0.49 -1.10  -0.277
H -5.02 1.48 3.24  0.098
H -0.46 4.03 -6.99  0.077
C -6.97 -0.97 -1.13  -0.260
H -0.24 3.82 6.73  0.109
H 4.81 4.55 -2.53  0.109
O 4.80 -5.84 4.91  -0.098
N -4.80 2.19 2.56  0.154
H 5.60 -6.19 5.30  0.066
C 3.59 -3.67 5.05  -0.271
O -8.73 0.06 -2.32  -0.046
O -3.82 4.07 2.25  0.035
H -6.78 -1.91 -1.66  0.118
C -4.41 3.36 3.02  -0.841
H -5.00 2.91 4.90  0.121
C 8.11 1.00 1.85  -0.825
H 2.70 -4.09 -7.76  0.069
O -0.56 5.62 5.87  -0.049
H -4.15 4.40 4.60  0.132
H 2.77 -4.34 4.77  0.117
N -0.57 -6.32 -0.59  0.157


Question: Look up the HOMO-LUMO gap of the second one.
Answer: 7.422 eV


Question: The highest HOMO-LUMO gap belongs to which entry?
Answer: C19H61N11O16


Question: Which of these has the highest HOMO-LUMO gap?
Answer: C19H61N11O16